{
  "formula": "C17H26MnN6OSSe3Te",
  "method": "wB97M-V/def2-TZVPD",
  "symbols": ["Mn", "Se", "Se", "Te", "Se", "C", "N", "C", "N", "C", "N", "C", "N", "C", "C", "H", "H", "H", "H", "H", "H", "H", "H", "H", "H", "H", "H", "C", "C", "C", "N", "C", "S", "N", "C", "O", "C", "C", "C", "C", "C", "C", "H", "H", "H", "H", "H", "H", "H", "H", "H", "H", "H", "H", "H", "H"],
  "positions_angstrom": [[0.539660, -1.219176, 1.021036], [-0.745872, -3.248009, 1.029236], [-0.070856, -4.735784, -0.658017], [2.156891, -4.045097, -1.239538], [2.250828, -1.661005, -0.601020], [-0.788852, -1.556231, 3.871745], [-0.668747, -1.289574, 5.285347], [0.651641, -1.726516, 5.742390], [1.724531, -1.016573, 5.035238], [1.593359, -1.283669, 3.624839], [0.264846, -0.836613, 3.081753], [0.127222, 0.625361, 3.393695], [0.251529, 0.891980, 4.805182], [-0.791550, 0.149156, 5.516532], [1.559028, 0.421983, 5.263670], [-1.763607, -1.224297, 3.507241], [-0.677577, -2.625493, 3.685840], [0.757581, -2.799126, 5.571226], [0.742388, -1.531670, 6.810969], [1.684182, -2.355388, 3.425454], [2.374764, -0.751212, 3.069010], [-0.852193, 0.948104, 3.035145], [0.903284, 1.163087, 2.842351], [-1.771268, 0.489022, 5.175869], [-0.705186, 0.347939, 6.584961], [1.657041, 0.624398, 6.330222], [2.343948, 0.963967, 4.732252], [2.698156, 1.578174, -3.227540], [2.144088, 2.269624, -1.991660], [0.651961, 2.560170, -2.090183], [-0.136937, 1.344566, -2.333713], [-0.575459, 0.520343, -1.406948], [-0.345672, 0.890044, 0.272497], [-1.263472, -0.603430, -1.747175], [-1.453341, -1.169516, -3.044067], [-1.338946, -2.359471, -3.165891], [-1.850841, -0.264656, -4.147259], [-1.456217, -0.595194, -5.443517], [-1.856764, 0.201092, -6.502933], [-2.669023, 1.303153, -6.272897], [-3.078714, 1.623534, -4.984948], [-2.664602, 0.846312, -3.915982], [3.777172, 1.452217, -3.152665], [2.495751, 2.156240, -4.131725], [2.269804, 0.582149, -3.354748], [2.646576, 3.226914, -1.837149], [2.332480, 1.672306, -1.097332], [0.441982, 3.222782, -2.930694], [0.271473, 3.035468, -1.188963], [-0.340232, 1.125777, -3.299170], [-1.347175, -1.294566, -1.002436], [-0.845104, -1.473199, -5.603479], [-1.546359, -0.041796, -7.509723], [-2.992710, 1.913775, -7.105155], [-3.726877, 2.472396, -4.816320], [-2.988033, 1.085250, -2.910864]],
  "forces_ev_per_angstrom": [[-0.4, 0.0, 0.3], [0.1, -0.1, -0.1], [-0.5, 0.0, 0.2], [0.5, 0.1, -0.2], [0.0, 0.1, -0.2], [-0.1, 0.0, -0.1], [0.0, 0.0, 0.0], [0.0, 0.0, 0.0], [0.0, 0.0, 0.0], [0.1, 0.0, -0.2], [0.0, 0.0, -0.2], [0.0, 0.0, -0.1], [0.0, 0.0, 0.0], [0.0, 0.0, 0.1], [0.1, 0.0, 0.0], [0.0, 0.0, 0.0], [0.0, 0.0, 0.0], [0.0, 0.0, 0.0], [0.0, 0.0, 0.0], [0.0, 0.0, 0.1], [0.0, 0.0, 0.1], [0.0, 0.0, 0.0], [0.0, 0.0, 0.0], [0.0, 0.0, 0.0], [0.0, 0.0, 0.0], [0.0, 0.0, 0.0], [0.0, 0.0, 0.0], [0.0, 0.0, 0.0], [0.0, 0.1, 0.0], [-0.1, 0.0, 0.0], [0.0, -0.1, 0.2], [0.0, 0.2, 0.0], [0.1, -0.3, -0.1], [0.1, 0.1, 0.1], [0.0, -0.1, 0.0], [0.0, 0.0, 0.1], [0.0, 0.0, -0.1], [0.0, 0.0, 0.1], [0.0, 0.0, 0.0], [0.0, 0.0, 0.0], [0.0, 0.0, 0.0], [0.0, -0.1, -0.1], [0.0, 0.0, 0.0], [0.0, 0.0, 0.0], [0.0, 0.0, 0.0], [0.0, 0.0, 0.0], [0.0, 0.0, 0.0], [0.0, 0.0, 0.0], [0.0, 0.0, 0.0], [0.0, 0.0, 0.0], [0.0, 0.1, -0.1], [0.0, 0.0, 0.0], [0.0, 0.0, 0.0], [0.0, 0.0, 0.0], [0.0, 0.0, 0.0], [0.0, 0.0, 0.0]],
  "total_charge": 1,
  "e_homo_ev": [-10.532, -11.088],
  "multiplicity": 5,
  "gap_ev": [6.73, 5.91],
  "e_lumo_ev": [-3.81, -5.18],
  "e_tot_ha": -10088.5224
}



{
  "formula": "C17H26N2O3",
  "method": "wB97M-V/def2-TZVPD",
  "symbols": ["C", "C", "C", "C", "C", "C", "C", "C", "N", "C", "O", "N", "C", "C", "C", "C", "C", "C", "O", "O", "C", "C", "H", "H", "H", "H", "H", "H", "H", "H", "H", "H", "H", "H", "H", "H", "H", "H", "H", "H", "H", "H", "H", "H", "H", "H", "H", "H"],
  "positions_angstrom": [[2.378696, 3.621568, 4.850332], [1.006581, 3.215575, 4.070243], [0.802326, 3.990708, 2.724563], [1.659706, 3.710054, 1.828954], [1.524843, 2.198946, 1.564506], [0.459543, 1.914866, 0.603785], [0.318279, 0.579885, 0.320049], [1.222337, -0.465698, 0.678657], [1.125037, -1.708986, 0.351225], [0.567425, -2.519284, -0.485372], [0.271058, -3.731639, -0.532330], [0.070599, -1.720840, -1.547344], [-0.340775, -2.374127, -2.770080], [-1.888161, -1.800885, -3.125895], [-2.711660, -2.338320, -1.804127], [-2.747693, -3.569007, -1.881566], [-4.197942, -1.741285, -2.099598], [0.375512, -1.843971, -3.978213], [1.414226, -1.044367, -4.077418], [0.116225, -2.448589, -5.258792], [2.607351, 0.003227, 1.370273], [2.648036, 1.466762, 1.688233], [2.273773, 4.701767, 4.945006], [2.388641, 3.112355, 5.785328], [3.056042, 3.380366, 4.184019], [0.972491, 2.260059, 4.064138], [0.327180, 3.613281, 4.883886], [0.804736, 5.137062, 3.036103], [-0.454407, 3.983817, 2.536184], [1.614555, 4.231575, 1.081315], [2.742342, 3.971283, 2.104915], [-0.380289, 2.343874, 0.464711], [-0.432930, 0.140633, -0.047829], [1.682239, -2.444721, 1.061068], [0.570875, -0.803507, -1.925802], [-0.458483, -3.346938, -2.679854], [-2.063533, -2.462324, -3.864307], [-1.799990, -0.869768, -3.290946], [-2.404217, -1.782507, -1.060624], [-1.909944, -4.152734, -1.378488], [-3.293375, -4.277697, -2.518054], [-3.477831, -3.975408, -1.020800], [-4.654150, -2.269980, -3.085222], [-4.790353, -1.877934, -1.480476], [-4.227303, -0.517630, -2.461827], [0.764722, -2.456020, -5.718704], [3.240877, -0.766564, 1.658948], [3.226782, 1.733065, 2.237225]],
  "forces_ev_per_angstrom": [[-5.4, 1.2, 0.1], [0.5, 8.3, 3.0], [-11.0, 5.7, 11.6], [9.1, -8.2, 0.0], [-1.1, 3.4, -5.3], [6.4, -5.4, 4.0], [6.3, -0.1, 2.7], [5.7, 8.2, 2.4], [4.1, -8.3, 6.1], [-4.2, -0.6, -6.0], [1.8, 1.9, 1.7], [1.5, 1.7, -2.7], [-2.0, 6.9, -1.2], [2.3, -7.1, 6.0], [-3.5, 15.4, -8.1], [-1.6, -19.0, 5.4], [9.4, 4.1, -14.0], [7.2, 1.1, -4.0], [-5.4, -3.0, 2.0], [-14.5, 0.0, 12.2], [-6.5, 3.2, -2.3], [-12.1, -11.6, -10.2], [0.5, 0.0, 0.3], [0.4, -0.3, 0.6], [4.3, -1.1, -2.5], [-0.6, -6.6, -0.6], [-0.2, -0.7, -1.4], [0.3, -1.9, -0.4], [3.4, -0.7, -0.3], [-1.0, 5.1, -8.8], [-1.1, -0.6, 0.4], [-5.2, 4.4, -0.9], [-6.4, -2.2, -3.4], [-1.7, 2.7, -1.9], [-0.8, -2.4, 2.0], [0.1, -4.6, 0.0], [-1.6, -1.4, -3.1], [0.0, 6.8, -1.3], [2.0, 1.9, 4.3], [-0.2, 0.7, -1.3], [0.7, 1.1, -1.5], [0.9, 0.9, -0.7], [1.2, 1.0, 2.1], [-9.7, -2.2, 10.9], [0.3, -3.4, 1.3], [13.2, 0.6, -8.8], [1.5, -0.9, 0.5], [12.9, 5.8, 11.1]],
  "relative_energy_kj_mol": 1921.39,
  "smiles": "CCCCc1ccc(NC(=O)N[C@@H](CC(C)C)C(=O)O)cc1",
  "e_homo_ev": -8.167,
  "gap_ev": 8.30,
  "e_lumo_ev": 0.13,
  "e_tot_ha": -997.9606
}



{
  "formula": "C17H26N2OS2",
  "method": "wB97M-V/def2-TZVPD",
  "symbols": ["C", "H", "C", "C", "C", "C", "C", "C", "C", "H", "H", "S", "O", "C", "C", "N", "H", "H", "C", "C", "C", "C", "N", "C", "S", "C", "H", "H", "H", "H", "C", "H", "H", "H", "H", "H", "H", "H", "H", "H", "H", "H", "H", "H", "H", "H", "H", "H"],
  "positions_angstrom": [[-6.853701, -0.594662, 1.150538], [-6.724714, 0.374018, 0.674841], [-6.989272, -1.700020, 0.110510], [-5.732500, -1.902148, -0.738413], [-5.393403, -0.706731, -1.640829], [-4.289640, 0.198444, -1.088609], [-2.904426, -0.434926, -1.204545], [-1.776396, 0.494305, -0.754824], [-1.787971, 0.767186, 0.735402], [-2.716710, 1.239218, 1.051552], [-1.607233, -0.127240, 1.328256], [-0.457808, 1.975962, 1.193531], [-0.529288, 3.040766, 0.174742], [0.925364, 0.940233, 0.696609], [1.955750, 1.288246, -0.134316], [2.062962, 2.517023, -0.734259], [2.465902, 2.535738, -1.655631], [1.226165, 3.081003, -0.629197], [2.937519, 0.235612, -0.231565], [4.144345, 0.142420, -0.945303], [4.865606, -1.031118, -0.814686], [4.413644, -2.075843, -0.001395], [3.290787, -1.986748, 0.688829], [2.596897, -0.872218, 0.573155], [1.121430, -0.628787, 1.452349], [5.192106, -3.344985, 0.132185], [4.672476, -4.018723, 0.806400], [6.186190, -3.137865, 0.524980], [5.305209, -3.822828, -0.839624], [5.800010, -1.147152, -1.343562], [4.660502, 1.251860, -1.807023], [5.679595, 1.039024, -2.121581], [4.047709, 1.357010, -2.703039], [4.649682, 2.194134, -1.262855], [-0.818601, 0.038584, -1.021326], [-1.851069, 1.449525, -1.280807], [-2.729459, -0.704669, -2.248921], [-2.861055, -1.354090, -0.616927], [-4.289361, 1.136795, -1.649043], [-4.503069, 0.433049, -0.046445], [-6.296878, -0.113295, -1.795626], [-5.077017, -1.068629, -2.621873], [-4.891635, -2.117371, -0.077416], [-5.889533, -2.786643, -1.359652], [-7.833522, -1.476037, -0.546063], [-7.213180, -2.639303, 0.622720], [-7.746910, -0.549894, 1.770189], [-5.999304, -0.783076, 1.797623]],
  "forces_ev_per_angstrom": [[-0.1, -0.2, -0.1], [0.0, 0.2, 0.0], [0.2, 0.0, 0.1], [-0.3, 0.0, -0.2], [0.1, 0.0, 0.2], [0.0, -0.2, -0.2], [0.0, 0.3, 0.1], [0.0, -0.1, -0.1], [0.5, 0.5, 0.0], [0.0, 0.0, 0.2], [-0.1, -0.1, 0.1], [0.0, -1.4, 0.1], [-0.1, 0.9, -0.5], [0.0, -0.1, 0.4], [-0.7, 0.0, 0.3], [0.2, 0.5, -0.2], [0.0, 0.0, 0.0], [0.1, 0.0, -0.2], [0.1, -0.6, 0.2], [0.0, -0.1, 0.1], [-0.2, 0.1, 0.0], [0.0, 0.1, 0.0], [-0.1, -0.4, 0.3], [-0.1, 0.6, -0.3], [0.0, 0.1, -0.1], [0.0, 0.0, 0.0], [0.0, 0.0, 0.0], [0.1, -0.1, 0.0], [0.1, -0.1, 0.0], [0.1, 0.0, -0.1], [0.1, 0.0, 0.0], [0.0, 0.0, 0.0], [0.0, 0.1, -0.1], [0.0, 0.1, 0.0], [0.0, 0.1, 0.0], [0.1, 0.0, 0.0], [0.0, -0.1, 0.0], [0.0, -0.1, 0.0], [0.0, 0.1, 0.1], [0.0, 0.1, 0.1], [-0.1, 0.0, -0.1], [0.0, 0.1, -0.1], [0.1, -0.1, 0.0], [0.1, -0.1, 0.0], [0.0, -0.1, 0.0], [-0.1, 0.0, 0.0], [0.0, 0.1, 0.1], [0.1, 0.0, 0.1]],
  "relative_energy_kj_mol": 15.97,
  "e_homo_ev": -7.700,
  "gap_ev": 8.32,
  "e_lumo_ev": 0.62,
  "e_tot_ha": -1644.5068
}



{
  "formula": "C17H26N3",
  "method": "wB97M-V/def2-TZVPD",
  "symbols": ["C", "C", "C", "N", "C", "C", "C", "C", "C", "C", "C", "C", "C", "H", "H", "H", "H", "H", "H", "H", "H", "H", "H", "H", "H", "H", "H", "H", "H", "C", "C", "N", "C", "C", "C", "N", "H", "H", "H", "H", "H", "H", "H", "H", "H", "H"],
  "positions_angstrom": [[-3.502254, -1.787673, 1.743981], [-3.505095, -0.509740, 0.881179], [-2.374730, 0.441099, 1.248050], [-1.090447, -0.294748, 1.193858], [0.015925, 0.265393, 0.692173], [1.280792, -0.420060, 0.895628], [1.507937, -1.793102, 0.632577], [2.763002, -2.331777, 0.942819], [3.752407, -1.556055, 1.567736], [3.486605, -0.220608, 1.903996], [2.267059, 0.341530, 1.563768], [-1.086937, -1.285003, 2.291230], [-2.102089, -2.373149, 1.970353], [-3.933339, -1.548916, 2.727282], [-4.136630, -2.551346, 1.270666], [-3.474124, -0.776352, -0.188064], [-4.455875, 0.019120, 1.041087], [-2.350241, 1.309809, 0.579239], [-2.527533, 0.751793, 2.297772], [0.027258, 1.403341, 0.640520], [0.740199, -2.384026, 0.131475], [2.969500, -3.376336, 0.686958], [4.711751, -2.013633, 1.857286], [4.240460, 0.393485, 2.401498], [2.060850, 1.408245, 1.704968], [-0.107248, -1.725643, 2.471240], [-1.412860, -0.771762, 3.215706], [-2.104684, -3.089299, 2.811602], [-1.790779, -2.933377, 1.080010], [2.119356, 2.496111, -0.725972], [1.182173, 1.802626, -1.676634], [0.374936, 0.841805, -1.315790], [-0.776677, 0.626264, -2.220854], [-0.312321, 0.580301, -3.665032], [0.379268, 1.887746, -4.007106], [1.213596, 2.327484, -2.916562], [2.890490, 3.102631, -1.220519], [1.547013, 3.140705, -0.040048], [2.648855, 1.756475, -0.125701], [-1.217636, -0.328881, -1.919641], [-1.550124, 1.416219, -2.088621], [0.377615, -0.270945, -3.785154], [-1.178550, 0.457914, -4.328892], [0.998786, 1.773497, -4.901987], [-0.374640, 2.664444, -4.235434], [1.808998, 3.134401, -3.082658]],
  "forces_ev_per_angstrom": [[0.0, 0.0, 0.2], [-0.4, -0.2, -0.2], [0.0, -0.1, -0.1], [0.3, 1.2, -0.2], [-0.4, 2.1, 1.4], [1.3, -0.5, 0.9], [0.5, 1.0, -0.1], [-0.1, 0.0, -0.1], [-0.2, 0.0, 0.3], [0.3, -0.3, -0.1], [-0.5, -0.3, -0.7], [-0.3, -1.1, -0.2], [-0.1, -0.3, 0.1], [0.0, -0.1, -0.2], [0.1, 0.3, 0.3], [0.2, 0.2, 0.3], [0.2, -0.1, -0.1], [0.1, -0.2, 0.2], [0.2, 0.2, -0.4], [-0.2, -1.9, 0.6], [0.2, 0.1, 0.2], [-0.1, 0.4, 0.2], [-0.6, 0.3, -0.3], [-0.2, -0.3, -0.1], [0.2, -0.6, 0.4], [-0.1, 0.3, -0.2], [0.3, 0.1, -0.4], [-0.1, 0.2, -0.4], [0.1, 0.1, 0.1], [0.4, -0.3, 0.4], [0.0, 0.2, -0.1], [-0.8, 0.5, -1.1], [0.4, -0.4, 0.3], [-0.1, -0.2, -0.1], [-0.5, 0.2, -0.7], [0.1, 0.4, 0.1], [-0.4, -0.2, 0.0], [0.2, -0.2, -0.2], [-0.1, 0.2, -0.2], [-0.1, 0.1, -0.2], [0.5, -0.3, 0.1], [-0.3, 0.3, -0.1], [0.3, -0.1, 0.1], [-0.1, 0.0, 0.1], [0.3, -0.3, 0.1], [-0.2, -0.4, 0.2]],
  "relative_energy_kj_mol": 98.53,
  "total_charge": 1,
  "e_homo_ev": -11.965,
  "gap_ev": 8.99,
  "e_lumo_ev": -2.97,
  "e_tot_ha": -827.3932
}